{"formula": "C68H180N12O22", "method": "the ωB97M-V functional and the def2-TZVPD basis", "symbols": ["C", "O", "C", "C", "N", "C", "C", "O", "C", "H", "H", "H", "H", "H", "H", "H", "H", "H", "H", "H", "H", "H", "H", "H", "C", "O", "C", "C", "N", "C", "C", "O", "C", "H", "H", "H", "H", "H", "H", "H", "H", "H", "H", "H", "H", "H", "H", "H", "C", "O", "C", "C", "N", "C", "C", "O", "C", "H", "H", "H", "H", "H", "H", "H", "H", "H", "H", "H", "H", "H", "H", "H", "C", "O", "C", "C", "N", "C", "C", "O", "C", "H", "H", "H", "H", "H", "H", "H", "H", "H", "H", "H", "H", "H", "H", "H", "C", "O", "C", "C", "N", "C", "C", "O", "C", "H", "H", "H", "H", "H", "H", "H", "H", "H", "H", "H", "H", "H", "H", "H", "C", "O", "C", "C", "N", "C", "C", "O", "C", "H", "H", "H", "H", "H", "H", "H", "H", "H", "H", "H", "H", "H", "H", "H", "C", "C", "C", "O", "C", "N", "H", "H", "H", "H", "H", "H", "H", "H", "H", "H", "H", "C", "C", "C", "O", "C", "N", "H", "H", "H", "H", "H", "H", "H", "H", "H", "H", "H", "C", "C", "C", "O", "C", "N", "H", "H", "H", "H", "H", "H", "H", "H", "H", "H", "H", "C", "C", "C", "O", "C", "N", "H", "H", "H", "H", "H", "H", "H", "H", "H", "H", "H", "C", "C", "C", "O", "C", "N", "H", "H", "H", "H", "H", "H", "H", "H", "H", "H", "H", "C", "C", "C", "O", "C", "N", "H", "H", "H", "H", "H", "H", "H", "H", "H", "H", "H", "C", "C", "O", "H", "H", "H", "H", "H", "H", "C", "C", "O", "H", "H", "H", "H", "H", "H", "C", "C", "O", "H", "H", "H", "H", "H", "H", "C", "C", "O", "H", "H", "H", "H", "H", "H"], "positions_angstrom": [[4.930850, -4.482298, 3.365811], [4.291090, -5.406208, 2.452041], [2.921950, -5.243868, 2.469151], [2.264120, -6.628368, 2.396161], [2.125700, -7.141338, 1.067851], [1.539520, -8.499488, 1.202571], [1.493460, -9.254348, -0.174499], [2.814970, -9.645988, -0.660359], [3.273900, -8.830288, -1.771209], [5.993130, -4.520308, 3.124531], [4.845380, -4.863518, 4.383391], [4.584130, -3.450138, 3.315581], [2.667920, -4.600008, 1.627121], [2.532350, -4.619188, 3.272951], [1.342480, -6.633118, 2.978111], [3.030840, -7.098738, 3.011781], [3.097050, -7.210468, 0.799881], [0.512120, -8.538848, 1.564511], [2.142720, -9.157508, 1.828091], [0.811990, -8.700198, -0.819959], [0.760650, -10.053708, -0.064439], [3.138280, -7.777118, -1.525169], [2.669330, -9.089878, -2.640239], [4.337260, -8.923818, -1.991729], [0.969010, 7.997692, -1.601989], [2.244220, 8.455142, -1.157669], [2.448010, 8.776352, 0.211321], [1.440990, 9.810192, 0.847091], [0.046830, 9.277822, 1.044711], [-0.761390, 10.426102, 1.493931], [-2.160830, 9.920452, 2.019191], [-3.096890, 9.922352, 0.876121], [-2.792940, 8.998122, -0.262989], [0.271930, 8.835552, -1.614849], [0.535640, 7.400522, -0.799689], [1.009790, 7.423382, -2.527519], [3.461470, 9.177422, 0.199341], [2.444970, 7.913562, 0.877431], [1.395450, 10.757132, 0.309191], [1.949260, 10.045762, 1.782121], [0.102410, 8.467342, 1.644821], [-0.837780, 11.127292, 0.662921], [-0.354120, 11.071162, 2.272471], [-2.511490, 10.514832, 2.862901], [-1.952200, 8.972312, 2.514771], [-1.791900, 9.242702, -0.618219], [-3.369350, 9.352222, -1.117669], [-2.903370, 7.983992, 0.120981], [-2.502040, -2.776618, -2.569489], [-1.965340, -3.597008, -3.550059], [-2.097130, -3.211338, -4.865919], [-3.464590, -3.519278, -5.558989], [-3.700980, -4.958498, -5.758659], [-4.243670, -5.478988, -4.503719], [-4.319730, -7.036888, -4.595279], [-5.534100, -7.310698, -5.228929], [-5.771050, -8.721368, -5.485509], [-3.315690, -2.133368, -2.904599], [-1.713620, -2.100958, -2.237859], [-2.798720, -3.329048, -1.677909], [-1.394100, -3.836988, -5.415839], [-1.884570, -2.193728, -5.193619], [-3.605350, -3.056898, -6.535969], [-4.226130, -3.040888, -4.943129], [-4.304680, -5.187878, -6.535209], [-5.233370, -5.106778, -4.239049], [-3.588510, -5.204838, -3.676859], [-4.483440, -7.411678, -3.584919], [-3.410230, -7.441708, -5.039159], [-5.900590, -9.214788, -4.522249], [-4.978920, -9.280918, -5.983029], [-6.651750, -8.713598, -6.127699], [1.248290, 4.026712, -2.557519], [-0.005100, 3.916252, -1.842539], [-0.655300, 2.578962, -1.842659], [-0.232310, 1.618852, -0.748959], [-1.021530, 0.377192, -0.920169], [-1.057720, -0.381128, 0.346981], [0.355920, -1.002158, 0.848651], [0.747600, -2.111008, 0.013821], [-0.136730, -3.227268, -0.026239], [1.135770, 3.758822, -3.608079], [1.893040, 3.282062, -2.090719], [1.699960, 5.013272, -2.453599], [-0.520870, 2.159902, -2.839859], [-1.734150, 2.734382, -1.847479], [-0.454010, 2.111082, 0.197961], [0.816440, 1.360922, -0.896269], [-0.557890, -0.054868, -1.706599], [-1.916480, -1.038888, 0.212901], [-1.444870, 0.269772, 1.130911], [0.278790, -1.310278, 1.891341], [1.128030, -0.264998, 0.628301], [-1.168380, -2.901508, -0.159229], [0.034330, -3.845758, 0.854841], [0.021490, -3.858188, -0.900879], [-4.618080, -5.504578, 5.272121], [-4.338020, -4.115338, 5.244871], [-3.105090, -3.861108, 4.570121], [-2.885910, -2.328268, 4.332861], [-3.029870, -1.779708, 2.932651], [-4.324470, -2.174198, 2.359481], [-4.419790, -1.690478, 0.926871], [-4.285740, -0.273668, 0.861921], [-4.304590, 0.142372, -0.519359], [-3.747660, -6.120358, 5.498581], [-5.169430, -5.847848, 4.396751], [-5.328540, -5.565548, 6.096511], [-3.008000, -4.262758, 3.561491], [-2.303140, -4.354948, 5.118851], [-1.925770, -2.024578, 4.750011], [-3.681520, -1.768208, 4.824221], [-2.963690, -0.771878, 2.930471], [-5.179080, -1.857148, 2.957151], [-4.330670, -3.258788, 2.467781], [-5.359680, -2.037308, 0.497431], [-3.606400, -2.270468, 0.490861], [-5.275900, -0.000188, -0.992999], [-3.568820, -0.211788, -1.241379], [-4.061620, 1.203522, -0.464349], [11.065360, 0.040602, 4.076711], [10.008130, 0.974082, 3.812821], [9.056740, 0.825362, 4.832311], [7.934030, 1.790692, 4.622881], [6.885710, 1.275372, 3.715671], [6.160770, 0.167962, 4.270941], [4.693700, 0.031392, 3.738471], [4.785130, -0.507938, 2.489351], [3.464470, -0.484848, 1.887111], [10.741720, -0.986068, 3.905521], [11.531330, 0.243322, 5.041011], [11.788700, 0.371712, 3.331571], [9.505660, 1.080152, 5.792331], [8.698440, -0.203088, 4.877121], [8.252670, 2.663822, 4.053481], [7.480200, 1.995392, 5.592541], [7.284170, 1.196532, 2.790941], [5.852670, 0.537452, 5.249031], [6.656840, -0.802598, 4.273001], [4.138270, 0.965952, 3.817181], [4.194250, -0.681748, 4.394271], [3.343890, -0.509718, 0.804081], [2.766670, 0.304552, 2.166451], [3.088150, -1.461778, 2.190561], [-3.992130, 0.095742, -6.828429], [-4.679770, 1.446532, -7.060559], [-4.029140, 2.495552, -6.071849], [-2.552250, 2.654012, -6.019159], [-2.086750, 3.534622, -4.995199], [-4.386320, 1.898262, -8.436659], [-4.418020, -0.687028, -7.456119], [-4.123660, -0.287008, -5.816349], [-2.940540, 0.144872, -7.110989], [-5.763880, 1.358852, -6.988989], [-4.379540, 2.231262, -5.074109], [-4.547970, 3.431122, -6.280719], [-1.027110, 3.480032, -4.745649], [-2.604690, 3.256252, -4.077409], [-2.223450, 4.609842, -5.110639], [-4.864330, 2.773702, -8.595449], [-3.413470, 2.168822, -8.415219], [-1.348020, -6.472428, -2.103739], [-1.892160, -6.914358, -0.750189], [-2.978130, -6.029548, -0.111559], [-4.038530, -5.849658, -0.953159], [-4.931710, -4.834228, -0.566649], [-2.304700, -8.293918, -0.951699], [-0.595940, -7.148668, -2.510149], [-1.197610, -5.393218, -2.131749], [-2.121000, -6.566908, -2.866419], [-1.055900, -7.035158, -0.061589], [-2.609050, -5.086838, 0.292391], [-3.316430, -6.509828, 0.806581], [-4.973070, -4.763898, 0.520301], [-5.971980, -4.988448, -0.853289], [-4.694270, -3.851838, -0.974839], [-2.810750, -8.569368, -0.122159], [-2.916140, -8.238738, -1.753689], [3.067670, -0.692098, -2.717789], [2.071170, -1.668068, -3.353989], [2.495010, -3.061948, -3.085669], [1.532770, -3.969148, -3.703909], [1.965560, -5.309838, -3.785529], [0.902100, -1.366948, -2.649139], [2.903230, -0.622018, -1.642549], [2.929060, 0.287132, -3.176049], [4.098020, -1.046008, -2.683069], [1.873040, -1.426098, -4.398159], [2.523760, -3.366888, -2.039579], [3.482430, -3.224608, -3.517679], [1.166040, -5.910898, -4.218659], [2.170210, -5.747518, -2.808469], [2.820940, -5.509548, -4.430929], [0.222940, -2.075138, -2.888539], [1.008420, -1.419808, -1.646139], [-0.854920, 0.690872, 5.688911], [-1.289420, 1.788872, 4.676661], [-0.162390, 2.159172, 3.717751], [0.910770, 2.839722, 4.432431], [1.979210, 3.266252, 3.499581], [-2.313040, 1.183962, 3.820011], [-0.137320, 1.091082, 6.405151], [-0.460220, -0.195778, 5.192771], [-1.656470, 0.507282, 6.404381], [-1.630190, 2.658962, 5.237841], [-0.582170, 2.818472, 2.958011], [0.300200, 1.302832, 3.227031], [1.534970, 3.828082, 2.677941], [2.615920, 2.469192, 3.115641], [2.633420, 4.029952, 3.920131], [-3.180330, 1.066332, 4.324061], [-2.633370, 1.873512, 3.155171], [-2.333450, 7.473672, 5.316281], [-1.231980, 6.381472, 5.328001], [-0.499820, 6.262302, 3.926841], [-1.327360, 5.550712, 2.959491], [-0.870280, 5.657342, 1.649291], [-0.379150, 6.499522, 6.462001], [-2.064990, 8.516942, 5.150171], [-2.856570, 7.455422, 6.272381], [-3.061720, 7.280682, 4.528581], [-1.665350, 5.410432, 5.567501], [0.466950, 5.759712, 3.897861], [-0.419970, 7.280322, 3.545571], [-1.226830, 4.684422, 1.311041], [0.194750, 5.550832, 1.443221], [-1.419270, 6.509262, 1.248131], [0.502330, 6.009032, 6.411831], [-0.672310, 6.403412, 7.423731], [0.201690, -4.700028, 6.921071], [0.267430, -3.309138, 6.290551], [1.355850, -2.421828, 6.902981], [1.298170, -2.301878, 8.311621], [2.018180, -1.205898, 8.903151], [0.530860, -3.455918, 4.829241], [0.052630, -4.723318, 8.000571], [1.096440, -5.271368, 6.673881], [-0.546220, -5.349128, 6.465651], [-0.685730, -2.783408, 6.347101], [1.317770, -1.397118, 6.533351], [2.335300, -2.814818, 6.630321], [1.879060, -1.329718, 9.977131], [1.989510, -0.138108, 8.686141], [3.101230, -1.326398, 8.927171], [1.523170, -3.433518, 4.642351], [0.341300, -2.621028, 4.293401], [-4.566450, 5.410322, -2.673179], [-4.756980, 4.487392, -1.485819], [-4.381480, 5.105432, -0.297539], [-4.804370, 6.449932, -2.448009], [-5.373600, 5.187942, -3.371149], [-3.570620, 5.283682, -3.097909], [-4.062610, 3.652522, -1.580489], [-5.815110, 4.252582, -1.370429], [-5.136450, 5.642162, -0.045429], [1.692180, 2.157342, -6.731059], [1.302010, 0.988932, -7.642209], [1.585640, 1.253042, -8.957159], [1.433130, 1.882082, -5.708699], [1.117100, 3.028902, -7.043739], [2.765440, 2.339132, -6.787289], [0.231880, 0.818332, -7.524639], [1.742800, 0.062112, -7.275049], [1.449950, 0.410312, -9.396469], [4.301090, 2.263122, -0.683519], [4.669130, 3.361702, -1.623349], [4.149470, 3.154842, -2.957439], [4.260150, 2.544152, 0.368831], [4.933700, 1.375512, -0.691299], [3.422490, 1.719762, -1.031259], [5.758570, 3.383962, -1.650359], [4.181250, 4.248652, -1.219129], [4.784520, 3.557632, -3.554159], [2.602340, 5.515912, -5.757129], [2.891300, 5.941102, -7.188889], [1.957770, 5.396392, -8.019619], [1.557170, 5.393162, -5.473139], [3.015070, 6.153462, -4.975279], [3.197780, 4.608522, -5.656139], [3.932690, 5.695942, -7.397449], [2.829760, 7.028272, -7.237559], [1.141890, 5.893772, -7.927199]], "forces_ev_per_angstrom": [[0.7, -1.2, -0.5], [1.6, 1.2, 1.2], [-1.9, 0.7, -1.3], [0.5, 2.0, 1.7], [-0.8, -0.9, 0.7], [1.1, -1.1, -2.4], [-0.3, 0.7, 0.9], [-1.0, 0.8, -0.1], [-0.9, 0.1, 0.7], [0.0, 0.2, -0.1], [-0.3, 0.1, 0.2], [-0.2, 0.0, -0.3], [-0.3, -0.1, -0.7], [0.3, -0.5, 0.8], [-0.3, 0.0, -0.3], [-0.2, -1.3, 0.1], [0.1, -0.5, -0.8], [0.0, 0.7, 0.2], [0.1, 0.1, 0.5], [1.0, 0.9, -1.0], [0.9, -1.2, 0.4], [-0.2, 0.2, -0.1], [0.2, 0.1, -0.2], [-0.1, -0.7, 0.3], [-0.3, 0.4, 1.9], [0.4, -0.2, -0.6], [-1.4, 1.0, -0.6], [0.5, -1.5, -0.4], [1.9, 1.9, -0.5], [-1.3, -1.0, 0.9], [1.2, 0.5, -2.5], [0.3, -0.8, 0.7], [0.7, 2.1, 1.7], [0.0, 0.1, -0.7], [-0.1, -0.6, -0.1], [0.4, 0.3, 0.0], [-0.1, 0.2, 0.3], [-0.1, -0.5, -0.1], [-0.1, -0.2, -0.4], [-0.2, 0.2, 0.6], [-0.4, 0.2, 0.5], [-0.5, -0.2, -0.3], [0.7, -0.3, 0.5], [-0.6, 0.5, -0.7], [-0.4, -0.7, -0.5], [0.4, -0.6, 0.4], [-0.9, -0.6, 0.5], [-0.1, -0.1, -0.7], [0.4, 1.2, 0.5], [-0.1, -0.5, 0.4], [-0.7, -0.9, -3.2], [0.0, -0.4, 0.0], [0.2, 0.7, 1.5], [0.7, -2.1, -0.4], [-0.8, 1.7, 1.6], [-0.1, -1.5, -1.9], [-0.1, 1.3, 0.4], [-0.3, -0.2, -0.1], [0.0, 0.4, 0.2], [-0.2, -0.4, -0.3], [0.3, 0.0, 0.1], [0.4, 0.6, 1.0], [0.8, 0.4, 0.0], [-0.6, -0.1, 0.3], [-0.2, 0.3, 0.0], [-0.3, 0.1, -0.2], [0.1, 0.0, -0.2], [0.7, -0.2, 0.5], [-0.1, -0.2, -0.3], [-0.5, -0.2, 0.1], [0.4, 0.5, -0.3], [-0.1, -0.4, 0.3], [-0.7, -1.6, 1.0], [-0.7, -0.5, 0.1], [0.7, 1.6, -1.3], [-0.5, 0.0, -1.0], [0.4, 1.5, 1.2], [0.8, -0.1, -0.4], [-2.4, -0.4, -1.9], [0.1, 0.0, 0.3], [-0.1, 0.2, 0.1], [0.0, 0.1, -0.2], [0.5, 0.2, -0.3], [-0.4, 0.0, 0.2], [0.5, -0.4, -0.1], [0.0, 0.3, 0.6], [0.3, -0.3, 0.2], [0.4, 0.5, 0.5], [-0.1, -0.9, 0.0], [0.6, -0.8, 0.4], [0.3, 0.3, 0.1], [0.1, 0.1, 0.2], [-0.1, 0.1, 0.5], [-0.1, 0.0, 0.6], [-0.4, 0.0, 0.2], [0.7, 0.2, -0.2], [-1.0, 0.6, 1.0], [0.9, 0.0, -1.2], [0.2, 1.3, -0.7], [-0.8, 0.8, -0.2], [0.1, -1.8, 0.0], [0.5, 0.3, 0.9], [0.0, -0.7, 1.2], [0.3, -1.3, -1.5], [-0.1, 1.4, 0.4], [0.1, 0.0, -0.2], [0.4, 0.0, -0.4], [0.0, -0.5, 0.1], [-0.6, -0.7, -0.2], [0.3, 0.4, 0.3], [-0.1, 0.1, -0.2], [0.0, -0.4, 1.1], [0.3, 0.1, 0.4], [-0.3, 0.5, 0.2], [-0.3, -0.1, -0.8], [-0.2, 0.2, -0.3], [0.3, 0.5, -0.9], [-0.3, 0.0, 0.3], [0.5, -0.9, 0.7], [-0.4, 0.1, -0.1], [0.3, 1.7, -1.4], [0.2, -0.9, 0.6], [0.2, 0.7, 0.3], [-1.2, -0.6, -1.5], [0.2, 0.6, 0.4], [-2.4, 1.0, -0.1], [2.2, -0.5, 1.4], [-1.5, 1.1, -3.1], [0.0, -1.8, 0.1], [0.1, -0.1, 0.3], [-0.3, -0.4, 0.3], [0.3, -0.7, -0.1], [0.4, -0.2, 0.3], [-0.1, -0.2, 0.1], [0.5, 0.4, 0.9], [-0.1, 0.5, -0.1], [-0.3, -0.6, -0.1], [0.9, -0.5, 0.8], [0.0, -0.1, 0.2], [0.2, 0.3, -0.3], [-0.3, -0.2, 0.4], [1.3, 0.1, -0.3], [0.5, 0.3, 0.7], [-0.9, 0.0, 0.1], [-0.6, -0.5, -0.5], [2.9, 0.4, -0.3], [-0.6, 0.1, 1.1], [-1.2, -0.1, -1.0], [-0.8, -0.3, 0.9], [-0.1, -0.3, 0.2], [-0.2, 0.1, -0.3], [0.3, 0.3, 0.2], [0.1, 0.2, 0.3], [0.1, 0.3, 0.6], [0.2, -0.1, 0.4], [0.5, 0.5, -0.2], [0.2, -0.8, -0.7], [-0.1, 0.1, 0.3], [-0.6, 0.1, -0.8], [-0.3, 0.1, -0.1], [0.4, -0.1, -0.3], [-1.2, 0.6, -0.2], [0.8, -0.4, -0.2], [1.3, -0.3, 1.0], [-1.5, 0.3, -1.7], [-0.4, 0.3, 0.6], [-0.2, 0.1, 0.0], [0.6, 0.5, 0.6], [1.0, -0.2, -0.1], [-0.5, -0.1, 0.1], [0.1, 0.8, 0.4], [0.6, 0.5, -0.4], [-0.1, -0.6, 0.3], [0.2, 0.1, 0.3], [0.1, -0.7, -0.4], [0.5, 0.0, 0.0], [-0.4, -0.5, -0.1], [-0.6, -0.7, 0.1], [0.8, -0.2, -0.1], [1.3, 1.1, 1.4], [-0.1, -2.3, -1.4], [0.7, 0.4, -0.2], [-0.5, -0.4, 0.1], [-3.2, 0.5, 0.0], [-0.6, 0.1, 0.1], [0.4, 0.1, 0.2], [0.3, 0.2, -0.9], [0.5, -0.5, -0.2], [0.1, 0.6, 0.4], [0.2, -0.3, -0.2], [-0.3, 0.2, 0.0], [0.1, 0.1, 0.3], [0.4, 0.6, -0.1], [-0.5, -0.1, 0.0], [0.3, -0.3, 0.0], [-0.1, 1.5, 0.5], [0.8, -1.7, 0.2], [1.1, 0.9, 0.9], [0.9, 0.3, -1.4], [-1.3, 0.4, 0.6], [-0.6, 0.5, -0.2], [0.7, 0.1, -0.4], [-0.2, 0.0, 0.1], [-0.5, -0.7, -0.5], [0.1, 0.3, -0.1], [0.1, 0.2, -0.2], [-0.4, -0.4, -0.1], [-0.3, -0.4, -0.4], [-0.3, -0.3, 0.1], [-0.1, -0.3, 0.9], [0.0, -0.4, 0.7], [0.3, 0.3, -0.6], [-0.2, -0.6, -0.1], [-0.9, -1.0, -0.5], [-1.4, 0.1, 0.0], [0.8, 0.4, 3.2], [-1.2, -1.4, -0.2], [3.1, 1.5, 0.8], [0.9, -0.1, 0.1], [-0.1, -0.1, 0.0], [-0.1, -0.4, 0.0], [-1.1, -0.2, -1.3], [0.2, 0.1, 0.6], [0.5, 0.3, 0.0], [-0.4, 0.4, -1.3], [0.4, 0.8, 0.4], [0.7, 0.0, -0.9], [-0.1, -0.1, -0.4], [-1.0, 0.0, -0.5], [0.1, -0.5, -0.3], [0.3, 0.2, -0.5], [0.4, 0.7, 0.4], [-0.2, 1.0, 0.4], [1.3, -1.3, 1.6], [0.3, 0.2, 0.0], [0.1, 0.3, -0.1], [0.5, 0.3, 0.2], [-0.5, 0.4, -0.1], [-0.1, -0.1, 0.4], [-0.3, 0.0, -0.7], [0.3, -0.3, -0.2], [-0.8, 0.2, 0.0], [-1.5, -0.1, -1.0], [0.5, -0.8, -0.9], [0.7, -0.8, 0.5], [-1.1, 0.5, 0.2], [-0.8, -0.1, -0.4], [0.2, 0.5, -0.3], [0.4, 0.6, 1.4], [0.5, 0.1, 0.4], [0.4, -0.4, -0.7], [-0.2, 0.3, -0.2], [-0.6, -0.5, -0.1], [0.0, -0.8, -0.4], [0.2, 0.2, 0.3], [-0.3, -0.7, -0.6], [-0.8, 0.2, 2.3], [0.6, -0.1, -1.4], [0.0, 0.1, 0.1], [0.3, 0.1, 0.1], [-0.1, 0.2, 0.0], [-0.4, 0.1, 0.1], [0.5, -0.2, -0.1], [0.1, 0.2, -0.5], [-0.3, -2.2, 0.0], [-0.3, 0.0, -0.3], [0.5, -0.3, 0.6], [-0.4, 0.3, -0.1], [1.0, 0.3, -0.2], [-0.9, 0.7, 0.3], [0.0, 0.7, -0.1], [0.6, 0.5, -0.1], [-0.1, 0.0, -0.2], [1.3, -0.4, 0.8], [0.1, 2.0, 2.2], [-0.7, -1.1, -1.9], [0.0, -0.3, -0.5], [0.2, 0.5, -0.2], [-0.7, -0.6, 0.5], [-0.3, -0.4, -0.7], [0.2, 0.4, -0.2], [0.0, -0.1, 0.0]], "gap_ev": 8.9, "e_lumo_ev": 0.4058, "charge": 0, "energy_ha": -5010.40610}